# 1
C20H34BF2N3O13P | ωB97M-V/def2-TZVPD

Each line ends with the Löwdin charge.
Atoms and positions in Å:
C 4.54 -3.50 1.93  -0.073
C 3.59 -3.24 0.64  -0.235
O 2.24 -3.69 0.95  -0.086
C 1.37 -2.57 1.25  -0.342
O 1.80 -1.57 1.87  0.044
C -0.16 -2.79 0.77  -0.059
C -0.30 -3.21 -0.78  -0.162
C -0.52 -2.00 -1.80  -0.085
C 0.77 -1.09 -2.12  -0.358
O 1.94 -1.97 -1.84  -0.045
C 2.20 -2.82 -2.93  -0.217
N 2.22 -3.44 -3.99  0.187
N 0.66 -0.72 -3.55  0.019
C 1.66 0.27 -4.03  -0.129
C 2.67 0.88 -2.94  -0.185
B 3.39 2.18 -3.68  -0.374
C 4.61 1.86 -4.74  -0.024
O 2.96 3.54 -3.45  0.068
N 1.86 1.28 -1.73  -0.194
P 2.90 1.83 -0.33  1.049
C 2.75 3.75 -0.25  -0.245
O 4.54 1.35 -0.58  -0.298
C 0.97 0.19 -1.18  -0.170
C -0.38 0.91 -0.68  -0.090
O -0.57 0.55 0.74  -0.196
O -1.81 0.90 1.15  -0.050
H 5.58 -3.88 1.62  0.079
H 4.65 -2.54 2.54  0.077
H 4.02 -4.33 2.56  0.096
H 3.97 -3.93 -0.21  0.132
H 3.66 -2.17 0.24  0.111
H -0.85 -1.93 1.07  0.113
H -0.53 -3.71 1.38  0.143
H 0.54 -3.96 -1.08  0.128
H -1.27 -3.85 -0.83  0.134
H -0.80 -2.50 -2.82  0.147
H -1.46 -1.44 -1.48  0.120
H -0.27 -0.29 -3.73  0.145
H 1.09 1.14 -4.54  0.151
H 2.31 -0.20 -4.86  0.150
H 3.45 0.09 -2.65  0.161
H 4.74 0.71 -4.87  0.084
H 5.62 2.28 -4.39  0.086
H 4.33 2.36 -5.75  0.097
H 3.67 4.16 -3.73  0.131
H 1.35 2.15 -2.01  0.146
H 2.27 4.01 0.78  0.066
H 2.05 4.18 -1.04  0.046
H 3.79 4.25 -0.25  0.069
H 5.02 1.71 0.22  0.083
H 1.50 -0.19 -0.21  0.123
H -1.31 0.68 -1.31  0.144
H -0.32 2.08 -0.66  0.147
H -2.38 0.09 1.02  0.111
C -5.02 2.59 1.14  -0.064
C -5.93 1.91 2.11  -0.327
O -7.14 1.79 1.40  0.150
C -6.79 1.71 0.09  -0.526
O -7.52 1.34 -0.78  0.172
O -5.49 2.10 -0.11  0.070
F -6.14 2.68 3.20  0.079
H -5.13 3.68 1.16  0.149
H -3.97 2.34 1.29  0.124
H -5.58 0.92 2.42  0.136
C -4.87 0.14 5.96  -0.047
C -3.56 -0.57 6.11  -0.317
O -3.39 -1.19 4.85  0.156
C -4.03 -0.39 3.96  -0.503
O -3.87 -0.45 2.77  0.142
O -4.87 0.48 4.58  0.062
F -3.64 -1.53 7.06  0.090
H -5.73 -0.50 6.17  0.155
H -4.93 1.03 6.58  0.151
H -2.71 0.08 6.32  0.180

As for the charge: +1.

# 2
C20H34BiClIN3O4 | ωB97M-V/def2-TZVPD

Each line ends with the Löwdin charge.
Atoms and positions in Å:
O 0.56 -0.10 -1.38  -0.410
C -0.36 0.19 -2.36  -0.436
C -0.09 1.57 -2.98  -0.195
C 0.58 2.58 -2.28  -0.080
H 0.90 2.42 -1.25  0.009
C 0.75 3.82 -2.88  -0.086
H 1.25 4.61 -2.33  0.099
C 0.30 4.06 -4.18  -0.100
H 0.46 5.03 -4.66  0.099
C -0.35 3.04 -4.87  -0.092
H -0.70 3.19 -5.89  0.096
C -0.53 1.79 -4.28  -0.046
H -1.06 0.98 -4.78  0.119
H -0.21 -0.53 -3.19  0.136
C -2.20 -1.43 -1.63  -0.081
C -1.82 0.00 -1.88  -0.306
H -3.28 -1.57 -1.76  0.076
H -1.95 -1.72 -0.59  0.017
H -1.68 -2.10 -2.33  0.086
C -2.63 1.04 -1.70  -0.153
C -4.05 0.99 -1.26  -0.153
H -2.25 2.05 -1.91  0.121
H -4.70 1.41 -2.03  0.077
H -4.14 1.62 -0.37  0.045
H -4.41 -0.01 -0.99  0.048
Bi -0.14 0.20 0.85  1.542
Cl -2.77 0.00 1.38  0.039
C -1.00 0.20 3.71  -0.427
O -0.18 -0.55 3.07  -0.273
N -1.27 0.03 4.98  -0.159
C -0.71 -1.11 5.67  -0.012
C -1.99 1.08 5.70  -0.016
H -1.53 1.00 3.21  0.011
H -0.15 -1.69 4.94  0.091
H -1.50 -1.73 6.11  0.096
H -0.06 -0.78 6.48  0.094
H -2.16 1.92 5.01  0.099
H -1.39 1.42 6.55  0.094
H -2.96 0.74 6.07  0.095
H 4.85 1.82 -1.29  0.091
H 4.73 2.20 1.39  0.094
C 3.76 1.74 -1.17  -0.040
C 3.66 1.95 1.32  -0.081
N 3.43 1.16 0.12  -0.178
H 3.35 1.10 -1.96  0.094
C 3.01 -0.11 0.19  -0.343
O 2.38 -0.61 1.15  -0.133
H 3.33 1.37 2.19  0.087
H 3.22 -0.70 -0.72  0.141
H 3.32 2.74 -1.24  0.088
H 3.07 2.87 1.25  -0.011
H -0.07 -5.49 1.29  0.097
H 2.11 -5.64 -0.34  0.095
C -0.47 -4.95 0.43  -0.019
C 1.59 -4.92 -0.99  -0.037
N 0.58 -4.20 -0.24  -0.168
H -1.26 -4.27 0.75  0.093
C 0.67 -2.88 -0.10  -0.264
O -0.10 -2.23 0.66  -0.196
H 2.32 -4.21 -1.39  0.091
H 1.43 -2.37 -0.70  0.126
H -0.88 -5.69 -0.26  0.092
H 1.14 -5.49 -1.82  0.093
I 0.25 3.18 1.53  0.019

# 3
C20H34Br4ClOP | ωB97M-V/def2-TZVPD

Each line ends with the Löwdin charge.
Atoms and positions in Å:
C 4.48 -1.39 0.89  -0.104
O 4.24 -2.22 -0.27  -0.227
C 3.03 -1.82 -0.95  -0.227
C 1.79 -2.57 -0.31  -0.170
C 0.55 -2.61 -1.30  -0.205
C -0.80 -3.01 -0.59  -0.257
C -1.29 -1.95 0.51  -0.203
C -2.58 -1.16 0.04  -0.277
C -2.53 0.41 0.27  -0.418
P -2.22 0.96 2.03  0.575
Cl -3.29 -0.44 3.23  0.129
C -0.40 0.73 2.55  -0.409
C 0.69 1.38 1.61  -0.385
C 1.69 2.39 2.22  -0.140
C 2.76 3.00 1.42  -0.061
C 2.88 2.70 -0.02  -0.240
C 3.96 3.34 -0.97  -0.070
C 1.94 1.75 -0.64  -0.048
C 0.89 1.09 0.19  -0.091
H 4.98 -2.06 1.65  0.096
H 5.19 -0.56 0.59  0.093
H 3.52 -0.99 1.31  0.084
H 3.09 -1.93 -2.07  0.129
H 2.91 -0.72 -0.74  0.089
H 2.12 -3.61 -0.05  0.124
H 1.56 -2.04 0.66  0.097
H 0.81 -3.39 -2.08  0.116
H 0.43 -1.64 -1.86  0.112
H -0.66 -4.00 -0.07  0.088
H -1.58 -3.13 -1.39  0.036
H -1.60 -2.56 1.41  0.109
H -0.41 -1.30 0.74  0.056
H -2.71 -1.32 -1.08  0.064
H -3.48 -1.63 0.53  0.088
H -1.83 0.94 -0.44  0.073
H -3.56 0.80 0.00  0.080
H -0.14 -0.35 2.74  0.075
H -0.30 1.24 3.56  0.077
H 1.61 2.63 3.32  0.102
H 3.51 3.70 1.87  0.106
H 4.78 2.60 -1.20  0.079
H 4.36 4.31 -0.57  0.078
H 3.44 3.54 -1.95  0.079
H 2.01 1.49 -1.72  0.108
H 0.25 0.35 -0.34  0.075
Br -3.26 -5.25 -0.88  0.690
C -4.94 -5.20 -1.88  -0.681
C -4.75 -4.57 -3.23  -0.689
Br -4.62 -2.63 -3.09  0.627
H -5.66 -4.69 -1.25  0.052
H -5.23 -6.25 -1.98  0.057
H -5.62 -4.75 -3.86  0.057
H -3.86 -4.91 -3.75  0.053
Br 1.21 6.92 1.19  0.599
C -0.48 6.39 0.37  -0.691
C -1.32 5.57 1.32  -0.642
Br -0.65 3.75 1.46  0.873
H -0.23 5.86 -0.55  0.051
H -0.98 7.32 0.12  0.055
H -2.34 5.48 0.95  0.058
H -1.34 5.98 2.33  0.052

The SMILES is COCCCCCCCP(Cl)Cc1ccc(C)cc1.BrCCBr.BrCCBr.

# 4
C20H34ClF2I2NO11 | ωB97M-V/def2-TZVPD

Each line ends with the Löwdin charge.
Atoms and positions in Å:
C -0.98 1.24 -0.30  -0.191
C -0.97 0.50 -1.74  -0.658
I -2.38 -1.17 -1.94  0.983
C -0.13 0.86 -2.83  -0.613
I 1.25 2.54 -2.45  0.901
C -0.11 0.16 -4.28  -0.652
Cl 1.47 0.85 -5.01  0.576
O 0.11 -1.26 -4.40  -0.023
C -1.07 -1.68 -5.16  -0.389
O -1.20 -2.87 -5.50  0.143
O -2.02 -0.59 -5.36  0.007
C -1.17 0.59 -5.41  -0.258
N -1.72 1.92 -5.04  0.111
C -1.09 3.03 -5.78  -0.322
O -0.57 2.96 -6.91  0.138
F -1.09 4.34 -5.17  0.049
C -3.17 1.96 -5.37  -0.273
O -3.49 1.88 -6.58  0.163
F -4.13 2.14 -4.33  0.088
H -0.08 0.98 0.35  0.088
H -1.95 0.92 0.25  0.067
H -1.10 2.36 -0.52  0.059
H -0.65 0.47 -6.43  0.182
C 4.77 0.78 -2.10  -0.129
O 3.67 0.01 -1.62  -0.249
C 3.71 -1.34 -2.08  -0.193
C 4.31 -2.27 -1.03  -0.195
O 5.68 -1.97 -0.77  -0.193
C 5.85 -1.15 0.39  -0.110
H 4.87 1.66 -1.47  0.087
H 5.71 0.22 -2.07  0.085
H 4.57 1.10 -3.13  0.078
H 4.25 -1.41 -3.03  0.129
H 2.67 -1.65 -2.26  0.121
H 4.29 -3.30 -1.41  0.125
H 3.73 -2.25 -0.10  0.124
H 5.81 -1.78 1.28  0.086
H 5.09 -0.37 0.46  0.083
H 6.83 -0.68 0.33  0.089
C -1.96 -4.04 4.25  -0.112
O -2.06 -4.96 3.17  -0.194
C -3.26 -4.80 2.42  -0.195
C -3.03 -3.95 1.16  -0.204
O -2.65 -2.62 1.48  -0.231
C -1.24 -2.43 1.43  -0.135
H -0.92 -3.99 4.56  0.090
H -2.30 -3.04 3.97  0.081
H -2.56 -4.40 5.09  0.088
H -4.05 -4.37 3.04  0.125
H -3.58 -5.80 2.11  0.124
H -3.97 -3.89 0.61  0.123
H -2.29 -4.42 0.50  0.127
H -0.93 -2.27 0.39  0.021
H -0.68 -3.27 1.86  0.088
H -1.00 -1.53 2.01  0.085
C 0.97 2.73 3.94  -0.108
O -0.26 2.50 3.26  -0.208
C -1.25 1.91 4.10  -0.197
C -2.20 2.95 4.68  -0.197
O -1.54 3.86 5.54  -0.194
C -1.19 5.08 4.88  -0.109
H 1.54 3.47 3.38  0.090
H 0.82 3.10 4.96  0.084
H 1.54 1.79 3.98  0.087
H -0.77 1.32 4.90  0.126
H -1.82 1.21 3.48  0.118
H -2.96 2.43 5.28  0.124
H -2.73 3.48 3.88  0.125
H -2.06 5.73 4.85  0.087
H -0.81 4.91 3.87  0.083
H -0.40 5.56 5.47  0.090

# 5
C20H34ClHfO3P | ωB97M-V/def2-TZVPD

Each line ends with the Löwdin charge.
Atoms and positions in Å:
C -0.34 0.28 -5.89  -0.178
C 1.04 0.78 -5.85  0.010
C -0.60 -1.15 -6.00  0.012
C -1.44 1.24 -5.99  0.011
Cl -0.12 1.59 -1.07  0.155
H -0.58 -1.49 -7.06  0.155
H -1.58 -1.41 -5.59  0.114
H 0.17 -1.74 -5.47  0.112
H 1.44 1.00 -6.86  0.150
H 1.72 0.05 -5.40  0.111
H 1.12 1.72 -5.27  0.119
H -1.61 1.58 -7.03  0.152
H -1.24 2.15 -5.40  0.118
H -2.39 0.80 -5.64  0.113
C 1.78 -2.16 0.58  -0.114
C 0.76 -2.73 -0.22  -0.126
C 0.57 -1.89 -1.37  -0.235
H 0.32 -3.72 -0.09  0.124
C 1.48 -0.79 -1.25  -0.311
C 2.19 -0.94 -0.01  -0.162
H 3.02 -0.31 0.32  0.114
H 2.26 -2.64 1.44  0.123
H 0.00 -2.15 -2.26  0.100
H 1.74 -0.10 -2.05  0.081
C -3.04 0.31 0.46  -0.150
C -3.12 -0.96 1.08  -0.115
C -2.65 -1.94 0.17  -0.125
H -3.58 -1.16 2.05  0.120
C -2.29 -1.28 -1.05  -0.237
C -2.57 0.12 -0.88  -0.311
H -2.65 0.84 -1.70  0.086
H -3.41 1.25 0.87  0.116
H -2.69 -3.02 0.31  0.117
H -2.07 -1.77 -2.00  0.102
Hf -0.42 -0.33 0.20  1.121
C 2.12 4.34 3.18  -0.059
C 2.69 3.21 2.37  -0.207
O 1.68 2.62 1.47  -0.306
P 0.45 1.67 1.84  1.080
O -0.20 2.19 3.21  -0.289
C -0.11 1.37 4.44  -0.208
C 1.27 0.80 4.63  -0.079
O -0.45 -1.09 1.99  -0.486
C -0.66 -1.87 3.18  -0.314
C -0.66 -3.36 2.92  -0.058
H 1.78 5.13 2.51  0.099
H 2.90 4.74 3.83  0.103
H 1.29 4.01 3.80  0.070
H 3.47 3.55 1.68  0.134
H 3.10 2.41 3.00  0.113
H -0.38 2.06 5.25  0.138
H -0.87 0.59 4.37  0.109
H 2.02 1.58 4.72  0.080
H 1.27 0.24 5.57  0.110
H 1.56 0.10 3.84  0.072
H 0.12 -1.59 3.90  0.095
H -1.62 -1.56 3.62  0.108
H 0.28 -3.68 2.48  0.065
H -0.81 -3.88 3.87  0.092
H -1.48 -3.64 2.24  0.069

As for the charge: +2.

# 6
C20H34CoN6O2P | ωB97M-V/def2-TZVPD

Each line ends with the Löwdin charge.
Atoms and positions in Å:
Co -1.24 0.04 -0.43  0.416
N -2.66 -1.18 -1.08  0.012
C -3.84 -0.35 -1.44  -0.153
C -4.09 0.50 -0.23  -0.174
N -2.85 1.21 0.19  -0.059
C -3.25 1.97 1.44  -0.163
C -2.19 2.46 2.39  -0.255
N -1.51 1.35 3.04  0.005
H -2.29 -1.69 -1.88  0.132
H -2.96 -1.88 -0.41  0.083
H -4.71 -0.97 -1.67  0.142
H -3.59 0.24 -2.31  0.124
H -4.40 -0.12 0.61  0.122
H -4.90 1.22 -0.41  0.146
H -2.67 1.91 -0.53  0.111
H -3.93 1.31 1.99  0.120
H -3.85 2.83 1.12  0.139
H -2.70 3.13 3.08  0.129
H -1.46 3.06 1.87  0.100
H -2.12 0.96 3.75  0.089
H -0.70 1.71 3.54  0.090
C 0.10 -2.84 0.36  -0.207
P -0.75 -1.48 1.21  0.872
C -2.26 -2.22 1.92  -0.212
C 0.25 -1.20 2.69  -0.208
H 0.21 -3.68 1.05  0.074
H 1.09 -2.50 0.05  0.038
H -0.44 -3.16 -0.52  0.056
H -1.99 -2.75 2.84  0.070
H -2.71 -2.95 1.26  0.057
H -2.97 -1.44 2.17  0.043
H 0.49 -2.19 3.09  0.072
H -0.33 -0.65 3.41  0.026
H 1.18 -0.67 2.50  0.046
C 0.20 0.13 -3.94  0.059
C -0.45 0.10 -2.60  -0.565
O -1.35 0.91 -2.23  -0.013
O -0.10 -0.76 -1.71  -0.078
H -0.24 0.91 -4.55  0.104
H 0.08 -0.84 -4.42  0.111
H 1.26 0.31 -3.81  0.107
C 1.17 3.44 -0.23  -0.003
C 0.12 2.57 -0.36  -0.099
N 0.23 1.27 -0.04  0.000
C 1.43 0.80 0.31  -0.079
C 2.55 1.60 0.47  -0.162
C 2.39 2.96 0.23  0.033
C 3.85 1.09 0.94  -0.024
C 4.59 0.06 0.52  -0.006
C 4.36 -0.89 -0.58  -0.254
C 5.44 -1.60 -1.09  0.017
C 5.19 -2.45 -2.16  -0.088
N 3.97 -2.60 -2.68  0.101
C 3.01 -1.88 -2.11  -0.203
N 3.13 -1.04 -1.10  0.125
H 1.04 4.49 -0.48  0.127
H -0.83 2.90 -0.75  0.114
H 1.52 -0.27 0.43  0.069
H 3.23 3.63 0.35  0.139
H 4.29 1.71 1.72  0.124
H 5.55 -0.06 1.01  0.120
H 6.43 -1.49 -0.68  0.122
H 5.99 -3.03 -2.61  0.123
H 2.01 -2.00 -2.53  0.099

As for the charge: +2.

# 7
C20H34F3N5O3S | ωB97M-V/def2-TZVPD

Each line ends with the Löwdin charge.
Atoms and positions in Å:
O 4.28 -0.87 2.12  -0.005
C 4.79 -0.20 1.06  -0.114
F 6.19 0.30 1.06  -0.013
C 3.74 -0.03 -0.23  -0.089
N 2.35 -0.16 0.34  -0.260
C 1.60 -1.35 -0.20  -0.175
C 0.32 -1.80 0.78  -0.117
F -0.01 -3.21 0.48  -0.136
S 1.43 1.32 0.24  0.905
O 2.35 2.46 0.83  -0.343
O 1.02 1.75 -1.19  -0.330
F 0.02 1.33 1.28  -0.237
H 3.95 -0.81 -1.07  0.145
H 3.90 1.04 -0.71  0.150
H 2.32 -2.30 -0.19  0.141
H 1.22 -1.24 -1.30  0.140
H 0.60 -1.71 1.93  0.149
H -0.61 -1.10 0.51  0.092
C 0.31 5.17 -1.85  -0.117
C 0.85 6.36 -2.64  -0.276
C 1.18 6.02 -4.09  -0.197
C 2.24 4.93 -4.13  -0.164
N 3.13 4.03 -4.17  0.100
H 1.05 4.36 -1.78  0.053
H 0.06 5.47 -0.83  0.075
H -0.60 4.77 -2.32  0.078
H 1.75 6.74 -2.13  0.114
H 0.10 7.17 -2.62  0.108
H 1.55 6.90 -4.61  0.112
H 0.28 5.66 -4.61  0.115
C 2.66 -6.14 -2.00  -0.110
C 2.73 -4.83 -2.77  -0.275
C 4.15 -4.27 -2.89  -0.193
C 4.71 -4.00 -1.50  -0.166
N 5.17 -3.78 -0.35  0.120
H 3.00 -6.02 -0.97  0.072
H 1.63 -6.51 -1.97  0.076
H 3.29 -6.90 -2.48  0.079
H 2.08 -4.09 -2.28  0.098
H 2.32 -4.98 -3.78  0.112
H 4.14 -3.34 -3.46  0.111
H 4.80 -4.98 -3.41  0.117
C -5.43 2.75 1.47  -0.110
C -4.08 3.45 1.41  -0.271
C -3.17 2.89 0.31  -0.179
C -2.90 1.41 0.57  -0.117
N -2.68 0.19 0.79  0.131
H -5.33 1.69 1.71  0.063
H -6.06 3.20 2.25  0.077
H -5.96 2.83 0.51  0.078
H -3.59 3.36 2.38  0.115
H -4.24 4.52 1.23  0.110
H -2.22 3.43 0.30  0.109
H -3.64 3.00 -0.67  0.119
C -3.32 -3.82 4.76  -0.118
C -3.43 -3.44 3.29  -0.275
C -3.34 -1.94 3.04  -0.220
C -4.48 -1.23 3.77  -0.168
N -5.43 -0.65 4.37  0.094
H -4.15 -3.39 5.35  0.069
H -3.36 -4.90 4.88  0.072
H -2.38 -3.46 5.19  0.077
H -4.38 -3.83 2.89  0.113
H -2.63 -3.94 2.73  0.106
H -3.41 -1.72 1.97  0.069
H -2.39 -1.54 3.41  0.111

The SMILES is O=C(F)CN(CCF)S(=O)(=O)F.CCCC#N.CCCC#N.CCCC#N.CCCC#N.

| no. | E_HOMO (hartree) | gap between HOMO and LUMO (eV) |
| --- | --- | --- |
| 1 | -0.4597 | 9.57 |
| 2 | -0.2799 | 8.05 |
| 3 | -0.2924 | 8.34 |
| 4 | -0.3372 | 8.34 |
| 5 | -0.4765 | 4.87 |
| 6 | -0.5224 | 7.74 |
| 7 | -0.3982 | 9.13 |